(1)
An isolated molecule of C5H10BNO3. Source: the OMol25 dataset; level of theory: wB97M-V/def2-TZVPD.

XYZ file:
```
20
Properties=species:S:1:pos:R:3:forces:R:3:nbo_charge:R:1
B -0.2876 0.6242 0.6212 -0.6 1.0 -0.8 0.73
C 0.6477 -1.9182 -0.0427 1.5 0.6 -0.4 0.04
C -1.3353 -1.9506 1.0506 1.3 1.3 -3.6 -0.21
C -0.2566 -1.0283 0.5391 -1.8 0.1 -0.6 0.13
C 2.0337 -1.5861 -0.5791 -1.9 -1.0 -2.6 -0.65
C -1.0003 1.4793 -0.8752 2.6 0.7 3.3 -0.85
N 0.2523 -3.1832 0.0415 0.6 1.0 -0.8 0.09
O -0.9199 -3.2377 0.5704 -1.4 -0.9 1.5 -0.24
O 1.1235 0.9929 0.8472 -0.9 -3.1 -0.6 -0.93
O -1.3241 0.8993 1.6124 1.9 -5.2 0.4 -0.95
H -1.2092 -1.8228 2.0770 -0.3 -0.3 2.3 0.28
H -2.3354 -1.7584 0.6552 0.1 0.1 0.4 0.27
H 2.0655 -0.6709 -1.1909 -0.4 0.0 0.8 0.25
H 2.2266 -2.3642 -1.4028 0.6 0.6 1.9 0.23
H 2.6086 -1.4648 0.3041 1.4 -0.3 0.2 0.25
H -1.3553 2.4850 -0.5163 0.0 -1.1 -0.1 0.20
H -1.7641 0.8065 -1.0863 -1.3 -0.7 -1.5 0.20
H -0.0966 1.6877 -1.4313 -0.4 -0.6 -1.1 0.22
H 1.1517 1.8671 1.0891 0.3 3.2 0.8 0.47
H -1.6174 1.7270 1.7297 -1.4 4.6 0.3 0.47
```
Forces are in eV/Å.

For the lowest unoccupied orbital energy (spin up / spin down), the calculation gives -0.0761 / -0.0762 hartree. The HOMO-LUMO gap (spin up / spin down) comes out at 5.96 / 5.95 eV.


(2)
A cluster of 2 separate species, C7H12NOP in total. Source: the OMol25 dataset; level of theory: wB97M-V/def2-TZVPD.

XYZ file:
```
22
Properties=species:S:1:pos:R:3:forces:R:3:nbo_charge:R:1
C 0.7055 -0.1475 0.0864 -1.2 1.7 -1.5 0.53
C -2.0397 -1.6168 -0.4974 0.4 -1.1 -1.0 -0.93
C -0.6296 1.6627 -0.2399 1.3 2.8 -2.0 0.00
C -0.8024 1.0294 1.0145 -1.6 -2.4 1.8 -0.02
C -0.2475 3.1828 -0.1124 0.4 -1.0 2.3 -0.61
C 1.6890 -2.4387 0.3174 -4.7 3.3 1.8 -0.59
C 1.7519 -1.0857 -0.3659 3.4 0.7 -0.3 -0.47
N -0.0762 -0.1083 1.1197 1.3 0.2 0.6 -0.48
O 0.3837 0.9033 -0.8227 2.3 -2.0 -0.1 -0.50
P -3.1036 -0.7884 0.3812 -0.5 0.6 0.6 0.47
H -2.2366 -2.5341 -1.0431 -0.6 -0.1 0.0 0.22
H -0.9980 -1.4087 -0.6666 0.5 0.5 0.3 0.21
H -1.4338 1.6104 -0.9374 -1.2 -0.1 -0.3 0.20
H -1.6069 1.1854 1.6952 -0.1 0.5 0.6 0.22
H 0.6304 3.1918 0.6469 -1.2 0.4 -1.6 0.21
H -1.1207 3.5248 0.4676 0.3 0.6 -0.3 0.21
H -0.1076 3.8013 -1.0144 0.1 -0.7 0.4 0.23
H 1.6117 -2.1931 1.3903 0.2 -0.5 -0.2 0.22
H 2.3547 -3.1547 0.1617 3.4 -2.6 -1.0 0.21
H 0.6939 -2.8569 0.0671 0.4 0.0 0.2 0.20
H 1.7311 -1.1773 -1.4577 -0.3 0.1 0.1 0.24
H 2.8505 -0.5818 -0.1907 -2.6 -1.0 -0.2 0.23
```
Forces are in eV/Å.

For the lowest unoccupied orbital energy (spin up / spin down), the calculation gives -0.0025 / -0.0142 hartree. The HOMO-LUMO gap (spin up / spin down) comes out at 7.61 / 6.68 eV.


In order of appearance, relative energy (zero: lowest compared OMol25 entry of this formula, charge and spin) = 113.78; 62.52 kcal per mole.
In order of appearance, maximum force = 5.5; 6.0 eV/A.